A molecular structure, C9H4Cl2IrN2O3Y in a non-equilibrium geometry, computed with ωB97M-V/def2-TZVPD.

As for the net charge: +4. As for the spin multiplicity: 5. The highest occupied orbital energy (spin up / spin down) is -23.10 / -23.97 eV.

The geometry in XYZ format:
```
22
Properties=species:S:1:pos:R:3:forces:R:3
Ir -0.2200 -1.0934 -4.7001 -3.6 -0.5 1.5
Y -0.4826 1.4071 -0.8811 -1.9 0.7 -3.8
Cl -1.3062 -2.0063 -2.8972 0.4 0.9 -0.1
Cl -1.5437 3.5480 -1.4784 0.9 -1.8 0.8
C 1.7703 2.0538 -0.5096 9.3 3.4 0.9
C 0.6068 -2.6750 -5.1979 5.5 -9.4 -2.6
C 0.2225 0.6357 -5.1722 2.6 8.7 -1.0
O 2.8835 2.4365 -0.3902 -7.6 -2.6 -0.8
O 1.1854 -3.6689 -5.4435 -3.2 5.6 1.3
O 0.5624 1.7533 -5.3073 -1.6 -5.3 0.3
N 0.7566 -3.1742 4.3308 0.8 -2.1 1.3
C 0.4195 -2.2112 3.7684 -1.7 3.9 -2.4
C -0.0372 -1.0418 3.0205 1.0 -1.9 2.1
C -0.4874 0.1286 3.6638 -0.3 0.2 1.1
C -0.8677 1.2384 2.9370 -0.4 0.8 -0.3
C -0.7644 1.1896 1.5506 0.7 -1.3 1.4
N -0.2693 0.0682 0.9360 -0.3 -0.5 0.8
C 0.0602 -1.0654 1.6451 -0.4 1.7 -2.7
H -0.5485 0.1302 4.7535 0.0 0.1 -0.1
H -1.2545 2.1457 3.3902 0.1 -0.1 0.3
H -1.0614 2.1187 0.9330 -0.1 -0.6 1.7
H 0.3757 -1.9176 1.0484 0.1 0.0 0.2
```
Forces are in eV/Å.

Here are the natural (NBO) charges for atoms 1 to 8, given in e:
1. Ir 0.925
2. Y 1.975
3. Cl -0.278
4. Cl -0.395
5. C 0.370
6. C 0.438
7. C 0.402
8. O -0.187

2 unconnected molecules or ions with the total composition C13H11BClN3O9 in a non-equilibrium geometry, computed with ωB97M-V/def2-TZVPD.

The highest occupied orbital energy is -8.66 eV.

The geometry in XYZ format:
```
38
Properties=species:S:1:pos:R:3:forces:R:3
N 3.6302 -3.1282 0.5033 -1.1 0.2 -0.1
C 3.3646 -2.2209 -0.4610 0.4 -0.2 0.5
N 2.8147 -2.5938 -1.5915 0.0 -0.3 -0.1
N 3.7135 -0.9281 -0.1881 0.4 -0.1 -1.3
Cl 5.3674 -0.7702 0.2758 -0.1 0.0 0.3
C 3.2782 0.1216 -1.1318 0.1 0.3 0.3
C 1.8720 0.6150 -0.7862 0.0 -0.8 0.4
O 1.6627 1.7822 -0.8116 -0.2 1.1 -0.3
C 0.8288 -0.3922 -0.4518 -0.3 -0.2 -0.1
C -0.2539 -0.5099 -1.3178 -0.4 -0.2 0.0
C -1.2767 -1.4163 -1.0542 0.3 -0.1 0.2
C -1.2130 -2.2121 0.0822 0.2 0.2 0.0
C -0.1370 -2.0913 0.9524 0.2 0.0 -0.1
C 0.8892 -1.1915 0.6908 -0.2 0.0 -0.3
H 3.2071 -4.0334 0.3422 0.3 -0.1 0.0
H 3.3593 -2.7720 1.4154 0.5 -0.1 0.1
H 2.8432 -2.0655 -2.4467 -0.1 0.3 0.1
H 2.3616 -3.4917 -1.6355 -0.1 0.0 -0.1
H 3.3273 -0.1698 -2.1804 0.1 -0.2 -0.1
H 3.9399 0.9691 -1.0235 0.1 0.1 0.1
H -0.3499 0.1173 -2.1916 0.2 0.2 0.0
H -2.1307 -1.4918 -1.7054 -0.1 0.1 -0.1
H -2.0202 -2.8819 0.3228 -0.2 -0.1 0.0
H -0.1078 -2.6835 1.8528 -0.1 0.0 0.2
H 1.7151 -1.0640 1.3750 -0.1 0.0 0.3
B -3.1407 2.6609 0.8636 0.0 0.3 0.0
O -1.9665 3.3524 0.3036 -0.2 0.0 0.1
C -2.1083 4.6624 0.4864 0.5 -0.1 -0.3
O -1.3290 5.5042 0.1482 -0.1 0.0 0.0
C -3.4415 4.8970 1.2063 -0.5 0.1 0.3
O -3.8893 5.9565 1.5305 0.1 0.0 0.0
O -4.0125 3.7119 1.4084 0.3 -0.1 -0.2
O -3.8332 1.8574 -0.1729 0.1 -0.2 0.3
C -3.8438 0.5906 0.1977 -0.2 0.1 -0.5
O -4.3009 -0.3283 -0.4261 0.1 -0.1 0.0
C -3.1348 0.4837 1.5516 0.3 0.0 0.4
O -2.9467 -0.5353 2.1573 0.0 -0.1 0.0
O -2.7384 1.6895 1.9099 -0.2 -0.1 -0.3
```
Forces are in eV/Å.

Here are the natural (NBO) charges for atoms 1 to 8, given in e:
1. N -0.744
2. C 0.711
3. N -0.718
4. N -0.422
5. Cl 0.212
6. C -0.339
7. C 0.545
8. O -0.433

A molecular structure, C32H30As2N6O8S4SbTi in a non-equilibrium geometry, computed with ωB97M-V/def2-TZVPD.

As for the net charge: +1. The highest occupied orbital energy is -10.37 eV.

The geometry in XYZ format:
```
84
Properties=species:S:1:pos:R:3:forces:R:3
Ti -1.5593 1.8671 -0.1136 -0.7 1.0 -0.3
C -1.7382 -0.0309 3.8563 -0.1 0.1 -0.1
C -2.0938 0.7672 2.7784 0.0 0.0 0.1
N -1.1547 1.2328 1.9553 0.1 -0.1 0.0
C 0.1225 0.9122 2.1913 0.0 -0.1 0.0
C 0.4444 0.0706 3.2538 0.0 0.1 -0.2
N -0.4808 -0.3968 4.0764 0.0 0.0 0.0
C 1.0984 1.5691 1.3012 0.1 0.2 0.1
C 2.4620 1.4834 1.4865 -0.1 -0.1 -0.2
C 3.3074 2.2552 0.6874 -0.1 0.0 0.1
C 2.7160 3.1621 -0.1816 0.0 0.0 0.0
C 1.3336 3.2177 -0.2974 0.1 0.1 -0.1
N 0.5375 2.3773 0.3783 0.1 -0.2 0.2
C 0.6591 4.2741 -1.0755 0.0 0.1 -0.1
C 1.2573 4.9422 -2.1342 0.0 0.0 0.1
N 0.6282 5.9103 -2.7931 0.0 0.0 0.0
C -0.5956 6.2042 -2.3901 -0.1 0.0 0.1
C -1.2154 5.5213 -1.3413 0.1 0.0 0.0
N -0.5893 4.5580 -0.6882 0.1 -0.1 0.0
C 4.7748 2.1446 0.8024 0.1 0.0 0.0
C 5.3920 1.9518 2.0340 0.0 0.0 -0.1
C 6.7741 1.8409 2.0725 -0.1 0.0 0.1
N 7.5465 1.8964 0.9941 0.1 0.0 0.0
C 6.9520 2.0786 -0.1783 0.0 0.0 -0.1
C 5.5798 2.2149 -0.3299 0.0 0.0 0.1
H -2.4958 -0.3951 4.5382 0.0 0.0 0.0
H -3.1234 1.0075 2.5506 0.0 0.0 0.0
H 1.4633 -0.2478 3.4233 0.0 0.0 0.0
H 2.8738 0.8029 2.2161 0.0 0.0 0.0
H 3.3266 3.8693 -0.7241 0.0 0.0 0.0
H 2.2479 4.6812 -2.4850 0.0 0.0 0.0
H -1.1200 6.9938 -2.9127 0.0 0.0 0.0
H -2.2345 5.7403 -1.0523 0.0 0.0 0.0
H 4.8246 1.9168 2.9541 0.0 0.0 0.0
H 7.2813 1.7029 3.0202 0.0 0.0 0.0
H 7.6010 2.1147 -1.0456 0.0 0.0 0.0
H 5.1554 2.3442 -1.3164 0.0 0.0 0.0
S -4.3334 0.3672 -2.7508 -0.1 -0.2 0.0
Sb -3.2759 2.5684 -2.5927 0.0 0.0 -0.2
S -1.0054 1.8842 -2.3648 0.2 -0.1 0.3
S -3.4910 3.2872 -0.3408 0.3 -0.2 0.2
S -3.6349 4.0828 -4.1519 -0.1 0.1 -0.1
C -1.1653 -0.2336 -5.0941 0.0 0.0 0.0
O -0.9949 -0.9264 -3.8511 0.0 0.0 0.0
C -2.0029 -0.9588 -2.9675 0.0 0.0 0.1
O -3.1980 -0.5790 -3.5400 0.1 0.0 0.0
C -1.8049 -1.3816 -1.7155 0.0 0.0 -0.1
C -2.8514 -1.6819 -0.7295 -0.2 -0.1 0.1
As -3.0157 -3.5422 -0.1961 0.0 0.0 0.0
C -2.6548 -4.4250 -1.8989 0.0 0.0 0.0
C -1.1619 -3.6480 0.5331 0.1 0.2 -0.1
C -0.1848 -2.7498 0.3821 0.0 -0.1 -0.2
As -0.1389 -1.1665 -0.7811 0.2 0.2 0.0
C 1.2853 -1.7638 -1.9755 -0.1 -0.1 0.0
C 1.0835 -2.7994 1.1645 -0.3 0.0 0.3
O 1.8058 -1.8302 1.2879 0.2 0.0 -0.1
O 1.2896 -3.9548 1.7791 0.1 -0.1 -0.1
C 2.4724 -4.0577 2.5914 0.0 0.0 0.0
C -1.0525 -4.9377 1.2905 -0.3 -0.1 -0.1
O -0.8498 -5.9561 0.6925 0.1 0.0 0.1
O -1.4023 -4.9581 2.5865 0.2 0.0 0.0
C -1.6249 -3.7278 3.2738 0.0 0.0 0.0
C -3.2750 -0.6826 0.0611 0.1 0.2 0.0
O -2.7077 0.5315 -0.0740 0.0 -0.4 0.1
O -4.2096 -0.6374 1.0196 0.1 -0.1 -0.1
C -5.3656 -1.4849 0.8924 0.1 0.0 0.0
H -0.2159 -0.3511 -5.6083 0.0 0.0 0.0
H -1.3678 0.8261 -4.9289 0.0 0.0 0.0
H -1.9662 -0.6781 -5.6810 0.0 0.0 0.0
H -3.5212 -4.2873 -2.5453 0.0 0.0 0.0
H -2.5176 -5.4848 -1.6926 0.0 0.0 0.0
H -1.7676 -4.0158 -2.3755 0.0 0.0 0.0
H 0.9985 -2.7025 -2.4461 0.0 0.0 0.0
H 2.1949 -1.8882 -1.3906 0.0 0.0 0.0
H 1.4389 -1.0074 -2.7414 0.0 0.0 0.0
H 2.5047 -5.0913 2.9193 0.0 0.0 0.0
H 2.3962 -3.3853 3.4452 0.0 0.0 0.0
H 3.3519 -3.8072 2.0021 0.0 0.0 0.0
H -1.8918 -4.0058 4.2898 0.0 0.0 0.0
H -2.4496 -3.1700 2.8216 0.0 0.0 0.0
H -0.7238 -3.1147 3.2945 0.0 0.0 0.0
H -6.1687 -0.9593 1.4008 0.0 0.0 0.0
H -5.1849 -2.4517 1.3591 0.0 0.0 0.0
H -5.6041 -1.6183 -0.1635 0.0 0.0 0.0
```
Forces are in eV/Å.

Here are the Löwdin charges for atoms 1 to 8, given in e:
1. Ti 0.545
2. C -0.068
3. C -0.047
4. N 0.043
5. C -0.184
6. C -0.042
7. N 0.129
8. C -0.199

A molecular structure, C37H33Br2IN5NaO3S3 in a non-equilibrium geometry, computed with ωB97M-V/def2-TZVPD.

As for the net charge: -2. The highest occupied orbital energy is -1.81 eV.

The geometry in XYZ format:
```
85
Properties=species:S:1:pos:R:3:forces:R:3
Na -0.2498 -1.6488 0.6128 0.2 0.5 0.3
C -3.0847 0.5343 3.4463 -0.2 0.1 0.0
C -2.4789 0.1590 2.1187 0.1 0.1 -0.3
N -1.2124 0.2091 1.9357 -0.1 -0.1 0.3
N -0.4708 0.8084 2.9555 0.1 -0.2 -0.2
C 0.4507 0.1216 3.5321 -0.1 -0.1 0.1
S 0.8410 -1.5521 3.5651 0.0 0.5 -0.2
S 1.5427 1.1405 4.5562 -0.2 -0.2 0.2
C 0.6517 2.7083 4.5629 0.0 0.2 -0.1
C 0.7113 3.5535 3.3093 0.0 0.0 0.0
C 1.8486 3.6277 2.5150 0.0 0.0 0.0
C 1.8838 4.4477 1.3947 0.0 0.0 0.0
C 0.7779 5.2120 1.0492 0.0 0.0 0.1
C -0.3684 5.1399 1.8308 0.1 0.0 0.0
C -0.3961 4.3163 2.9473 0.0 0.0 0.0
C -3.3735 -0.1814 0.9699 0.1 0.0 0.2
C -4.4142 0.6922 0.6849 -0.1 0.0 0.0
C -5.2802 0.5126 -0.3925 0.1 -0.1 0.0
C -5.0763 -0.6041 -1.2076 0.0 0.0 0.1
C -4.0554 -1.4994 -0.9538 -0.1 0.1 0.0
C -3.1585 -1.3550 0.1566 -0.1 0.0 0.2
O -2.2627 -2.2140 0.4089 -0.7 -0.2 0.0
H -2.4866 0.1143 4.2541 0.0 0.0 0.0
H -4.1101 0.1719 3.5146 0.0 0.0 0.0
H -3.0840 1.6221 3.5757 0.0 0.0 0.0
H 1.0690 3.2628 5.4094 0.0 0.0 0.0
H -0.3906 2.4785 4.7803 0.0 0.0 0.0
H 2.6996 3.0018 2.7624 0.0 0.0 0.0
H 2.7700 4.4606 0.7711 0.0 0.0 0.0
H 0.7948 5.8279 0.1582 0.0 0.0 0.0
H -1.2505 5.7051 1.5540 0.0 0.0 0.0
H -1.3026 4.2393 3.5390 0.0 0.0 0.0
H -4.5349 1.5700 1.3158 0.0 0.0 0.0
H -6.0694 1.2251 -0.5977 0.0 0.0 0.0
H -5.7272 -0.7719 -2.0622 0.0 0.0 0.0
H -3.9029 -2.3650 -1.5908 0.0 0.0 0.0
Br -1.0118 5.2618 -2.6327 0.0 -0.1 0.0
C -2.0591 3.7863 -3.2169 0.0 0.0 -0.1
C -2.7444 3.9350 -4.4171 0.0 0.0 0.0
C -3.5415 2.9040 -4.8885 0.0 0.0 0.0
C -3.6518 1.7294 -4.1568 0.0 0.0 0.1
C -2.9614 1.5866 -2.9644 -0.1 0.0 -0.1
C -2.1495 2.6140 -2.4788 -0.1 -0.1 0.0
I -1.1674 2.2308 -0.6998 0.2 0.1 0.1
H -2.6483 4.8590 -4.9710 0.0 0.0 0.0
H -4.0781 3.0252 -5.8217 0.0 0.0 0.0
H -4.2806 0.9184 -4.5035 0.0 0.0 0.0
H -3.0590 0.6750 -2.3856 0.0 0.0 0.0
C -1.9350 -3.2283 -4.1884 0.0 0.0 0.0
C -1.6067 -1.8860 -4.1136 0.0 0.0 0.0
C -0.9581 -1.4300 -2.9711 0.1 -0.1 0.1
N -0.6550 -2.2082 -1.9385 -0.1 0.1 -0.3
C -0.9740 -3.4965 -2.0208 0.0 0.1 0.0
C -1.6020 -4.0539 -3.1246 0.0 0.0 0.0
H -2.4452 -3.6263 -5.0585 0.0 0.0 0.0
H -1.8437 -1.1986 -4.9164 0.0 0.0 0.0
H -0.6584 -0.3896 -2.8845 0.0 0.0 0.0
H -0.7145 -4.1011 -1.1588 0.0 0.0 0.0
H -1.8290 -5.1124 -3.1427 0.0 0.0 0.0
S 2.0351 0.4955 0.0852 0.0 0.4 -0.4
C 3.4372 0.9110 0.8170 0.1 -0.3 0.5
N 4.4107 1.7724 0.3668 -0.1 0.1 0.0
C 5.5872 1.7640 1.2192 -0.1 0.0 0.0
C 5.0533 1.0910 2.5005 0.0 0.0 -0.1
N 3.8563 0.4365 2.0235 -0.1 0.1 -0.1
H 4.4512 1.9389 -0.6233 0.0 0.0 0.0
H 5.9361 2.7783 1.4182 0.1 0.0 0.0
H 6.4150 1.1944 0.7861 0.0 -0.1 0.0
H 4.8408 1.8265 3.2838 -0.1 0.0 0.0
H 5.7649 0.3670 2.8993 0.0 0.0 0.0
H 3.1437 0.0786 2.6488 0.1 -0.2 0.0
Br 4.1935 -4.2945 -3.2361 0.0 0.0 0.0
C 3.7706 -5.0065 -1.5126 0.1 -0.1 -0.1
C 4.3903 -6.2232 -1.2348 0.0 0.0 0.0
C 4.1653 -6.8648 -0.0286 0.0 0.1 0.0
C 3.3142 -6.2795 0.9007 0.0 0.1 -0.1
C 2.7126 -5.0674 0.6046 0.0 0.0 0.0
C 2.9175 -4.3920 -0.6052 0.0 -0.1 0.2
C 2.1747 -3.0301 -0.7781 0.0 -0.2 0.2
O 2.3999 -2.4029 -1.8144 0.1 0.1 -0.1
O 1.4234 -2.7548 0.1888 0.8 -0.6 -0.5
H 5.0497 -6.6582 -1.9743 0.0 0.0 0.0
H 4.6537 -7.8102 0.1792 0.0 0.0 0.0
H 3.1231 -6.7634 1.8514 0.0 0.0 0.0
H 2.0542 -4.5722 1.3071 0.0 0.0 0.0
```
Forces are in eV/Å.

Here are the Löwdin charges for atoms 1 to 8, given in e:
1. Na 0.132
2. C -0.032
3. C -0.305
4. N 0.017
5. N -0.085
6. C -1.191
7. S 0.446
8. S 0.808